(1)
DFT (the ωB97M-V functional and the def2-TZVPD basis) results for a structure of composition C30H26BrClCuF4N4P.

The total energy comes out at -6793.071388 Ha. As for the HOMO energy (spin up / spin down): -10.478 / -11.536 eV. The gap between HOMO and LUMO (spin up / spin down) comes out at 8.0 / 7.2 eV. The value obtained for the LUMO energy (spin up / spin down) is -2.4 / -4.3 eV.

Structure (ORCA input):
```
! wB97M-V def2-TZVPD RIJCOSX def2/J DEFGRID3
* xyz 1 2
Cu 0.03 0.50 0.08
F 4.40 0.40 5.85
C 3.93 0.27 4.63
C 4.78 0.39 3.54
F 6.07 0.62 3.73
C 4.28 0.27 2.26
F 5.17 0.37 1.27
C 2.93 0.04 2.00
P 2.26 -0.03 0.27
C 3.23 1.22 -0.63
C 3.61 0.99 -1.95
C 4.24 1.99 -2.67
C 4.47 3.23 -2.09
C 4.06 3.47 -0.78
C 3.44 2.47 -0.06
C 2.80 -1.66 -0.32
C 1.84 -2.65 -0.46
C 2.20 -3.93 -0.87
C 3.53 -4.21 -1.15
C 4.50 -3.22 -1.02
C 4.14 -1.95 -0.60
C 2.11 -0.13 3.11
Br 0.29 -0.62 2.97
C 2.59 0.00 4.40
F 1.79 -0.16 5.45
H 3.42 0.03 -2.41
H 4.54 1.81 -3.69
H 4.97 4.01 -2.65
H 4.23 4.44 -0.33
H 3.12 2.66 0.96
H 0.80 -2.43 -0.24
H 1.45 -4.69 -0.99
H 3.81 -5.20 -1.48
H 5.53 -3.44 -1.25
H 4.90 -1.19 -0.51
Cl -3.11 3.21 -1.05
C -1.89 2.61 -2.13
C -2.24 2.40 -3.44
C -1.28 2.01 -4.37
C 0.05 1.88 -3.98
C 0.40 2.10 -2.66
C -0.56 2.44 -1.68
C -0.15 2.56 -0.32
H -3.27 2.55 -3.74
H -1.57 1.84 -5.40
H 0.80 1.60 -4.70
H 1.43 2.00 -2.35
H -0.85 2.95 0.41
H 0.89 2.84 -0.15
C -5.74 -2.59 1.40
C -5.54 -1.33 2.23
C -4.47 -1.53 3.30
C -5.24 -0.11 1.35
N -3.95 -0.19 0.68
C -2.75 0.22 1.09
N -1.88 -0.06 0.15
N -2.57 -0.64 -0.86
N -3.81 -0.71 -0.55
H -5.99 -3.43 2.04
H -4.84 -2.85 0.84
H -6.55 -2.45 0.68
H -6.48 -1.09 2.73
H -3.50 -1.77 2.86
H -4.74 -2.36 3.95
H -4.36 -0.64 3.93
H -5.24 0.80 1.95
H -5.99 -0.02 0.57
H -2.54 0.69 2.04
*
```

***

(2)
DFT (the ωB97M-V functional and the def2-TZVPD basis) results for a structure of composition C30H26BrF6N5O12P2PbS2.

The total energy comes out at -7180.814224 Ha. As for the HOMO energy: -7.593 eV. The gap between HOMO and LUMO comes out at 6.2 eV. The value obtained for the LUMO energy is -1.4 eV. The energy relative to the best compared isomer or geometry (same formula, charge and spin) is 0.000 eV.

Structure (ORCA input):
```
! wB97M-V def2-TZVPD RIJCOSX def2/J DEFGRID3
* xyz 0 1
Pb 0.35 -0.49 -0.22
Br 1.00 2.09 -1.48
C 1.15 3.09 0.15
C 2.42 3.52 0.39
C 2.75 4.11 1.61
C 1.81 4.17 2.59
C 0.49 3.72 2.37
C -0.41 3.73 3.46
C -1.68 3.28 3.32
C -2.12 2.88 2.06
C -1.29 2.83 0.97
C 0.08 3.21 1.09
H 3.17 3.38 -0.38
H 3.77 4.45 1.79
H 2.06 4.55 3.57
H -0.03 4.09 4.41
H -2.36 3.26 4.16
H -3.16 2.59 1.93
F 3.16 -3.99 3.18
C 3.67 -3.16 2.28
F 4.79 -2.62 2.75
F 3.93 -3.82 1.16
S 2.44 -1.84 1.92
O 1.23 -2.53 1.52
O 3.04 -0.98 0.93
N 2.34 -1.19 3.37
S 1.30 -0.01 3.46
O 0.97 0.54 2.15
O 1.61 0.95 4.48
C -0.24 -0.80 4.11
F 0.07 -1.41 5.26
F -1.14 0.15 4.36
F -0.77 -1.70 3.28
N -1.43 -3.48 -4.16
C -0.58 -2.35 -3.60
C 0.52 -1.96 -4.58
P 0.22 -3.16 -2.12
O -0.96 -2.96 -0.98
O 0.24 -4.60 -2.52
O 1.42 -2.40 -1.67
P -1.67 -0.89 -3.24
O -2.99 -1.68 -2.70
O -1.98 -0.20 -4.50
O -1.06 -0.11 -2.10
H -0.96 -4.34 -3.73
H -1.43 -3.50 -5.17
H -2.38 -3.37 -3.81
H 1.17 -2.81 -4.81
H 1.13 -1.18 -4.12
H 0.09 -1.55 -5.49
H -0.71 -3.42 -0.16
H -2.93 -1.82 -1.74
C -3.79 1.47 -8.36
O -4.16 0.41 -7.50
C -4.81 0.73 -6.35
C -5.38 1.98 -6.11
C -6.04 2.20 -4.91
C -6.05 1.23 -3.91
C -5.49 -0.02 -4.17
C -4.91 -0.27 -5.40
N -6.83 1.46 -2.75
N -6.48 1.16 -1.60
C -5.19 0.87 -1.08
C -5.14 -0.10 -0.10
C -3.97 -0.41 0.58
C -2.80 0.34 0.45
O -1.70 0.00 1.01
C -2.95 1.54 -0.35
N -2.00 2.56 -0.28
C -1.94 3.50 -1.22
C -2.86 3.55 -2.25
C -3.95 2.71 -2.22
C -4.04 1.69 -1.25
H -3.12 1.05 -9.10
H -3.26 2.26 -7.81
H -4.65 1.90 -8.86
H -5.34 2.77 -6.84
H -6.51 3.16 -4.71
H -5.52 -0.78 -3.41
H -4.49 -1.24 -5.62
H -6.04 -0.68 0.08
H -3.93 -1.26 1.25
H -1.18 4.26 -1.10
H -2.76 4.30 -3.03
H -4.74 2.85 -2.94
*
```

***

(3)
DFT (the ωB97M-V functional and the def2-TZVPD basis) results for a structure of composition C30H26BrIN3O6ReS2Sb.

The total energy comes out at -5760.576540 Ha. As for the HOMO energy (spin up / spin down): -13.315 / -13.314 eV. The gap between HOMO and LUMO (spin up / spin down) comes out at 7.0 / 5.9 eV. The value obtained for the LUMO energy (spin up / spin down) is -6.3 / -7.4 eV.

Structure (ORCA input):
```
! wB97M-V def2-TZVPD RIJCOSX def2/J DEFGRID3
* xyz 2 4
Re 0.11 0.95 0.04
C 0.58 3.00 -2.78
C 0.61 3.66 -1.41
C 0.52 5.04 -1.29
C 0.81 5.66 -0.10
C 1.36 4.88 0.92
C 1.43 3.52 0.77
N 0.93 2.92 -0.34
Sb 2.72 2.37 2.03
C 1.15 1.24 2.92
C 1.26 1.05 4.28
C 0.24 0.40 4.96
C -0.86 0.03 4.25
C -0.96 0.24 2.87
C -2.25 -0.19 2.25
N 0.08 0.82 2.20
C 3.11 0.85 0.58
C 4.44 0.49 0.53
C 4.85 -0.51 -0.33
C 3.91 -1.11 -1.13
C 2.57 -0.74 -1.04
C 1.59 -1.47 -1.91
N 2.17 0.23 -0.18
H -0.84 4.05 -3.65
H 0.78 1.94 -2.68
H 1.43 3.45 -3.30
H 0.25 5.62 -2.17
H 0.70 6.73 0.02
H 1.75 5.35 1.82
H 2.13 1.42 4.80
H 0.31 0.22 6.02
H -1.70 -0.44 4.74
H -2.98 -0.30 3.04
H -2.13 -1.16 1.77
H -2.62 0.52 1.52
H 5.16 1.00 1.16
H 5.89 -0.82 -0.38
H 4.18 -1.89 -1.82
H 2.12 -2.19 -2.53
H 1.05 -0.80 -2.57
H 0.88 -2.03 -1.30
O -3.05 3.78 -0.74
S -2.41 2.52 -1.10
O -0.60 3.13 -3.53
O -1.57 1.92 0.22
C -3.61 1.21 -1.02
C -4.93 1.49 -0.73
C -5.85 0.45 -0.62
C -5.45 -0.87 -0.80
C -4.13 -1.16 -1.10
C -3.21 -0.13 -1.20
S -1.56 -0.62 -1.50
O -0.73 0.58 -1.91
O -1.52 -1.76 -2.33
O -0.90 -0.83 -0.12
H -5.23 2.52 -0.61
H -6.88 0.67 -0.39
H -6.17 -1.67 -0.72
H -3.82 -2.19 -1.27
Br 4.13 -4.54 0.85
C 2.42 -4.96 0.18
C 2.32 -6.01 -0.72
C 1.09 -6.37 -1.24
C -0.05 -5.69 -0.86
C 0.04 -4.65 0.05
C 1.27 -4.28 0.57
I 1.31 -2.72 1.94
H 3.22 -6.55 -1.00
H 1.03 -7.20 -1.94
H -1.02 -5.97 -1.26
H -0.85 -4.12 0.36
*
```